No. 1
This record from OMol25 describes a single C20H29ClN2O molecule. The level of theory is ωB97M-V/def2-TZVPD.

The geometry in XYZ format:
```
53
C20H29ClN2O, DFT ωB97M-V/def2-TZVPD
C -3.25178 5.73430 -2.80386
C -2.44356 5.11664 -1.70024
C -1.37049 4.38122 -1.96526
C -0.44566 3.71930 -0.99003
N -0.15882 2.36361 -1.43679
C 0.96888 1.73744 -0.77850
H 1.78479 2.45980 -0.70986
H 1.30005 0.90703 -1.40751
C 0.63799 1.19084 0.61376
N -0.46675 0.25406 0.49974
C -1.63281 0.93975 -0.02471
H -2.46040 0.23061 -0.08999
C -1.32473 1.49149 -1.42830
C -1.12359 0.34623 -2.43000
H -0.50998 0.71062 -3.25512
C -2.44448 -0.17433 -2.99680
H -2.96415 0.62041 -3.53722
O -2.25828 -1.20547 -3.93725
H -1.74747 -1.91015 -3.52301
H -3.09690 -0.52020 -2.18088
H -0.59568 -0.47306 -1.93683
H -2.17588 2.09771 -1.75803
H -1.94871 1.76712 0.63699
C -0.72600 -0.43599 1.74732
C 0.30236 -1.50394 2.00805
C 1.02769 -2.07292 1.04825
C 2.06207 -3.09548 1.14005
C 3.11177 -3.05212 0.21961
C 4.12837 -3.98562 0.25926
C 4.10704 -4.99551 1.20761
C 3.05792 -5.06564 2.10831
C 2.04388 -4.12606 2.07834
H 1.22280 -4.20878 2.77199
H 3.02752 -5.86010 2.83974
H 4.89968 -5.72839 1.23829
H 4.93807 -3.92996 -0.45381
H 3.13062 -2.26563 -0.52193
H 0.85727 -1.67220 0.05690
Cl 0.45152 -1.90304 3.68683
H -0.75730 0.25587 2.60809
H -1.70973 -0.91527 1.68026
H 1.50489 0.66633 1.01989
H 0.38680 2.02206 1.29833
H -0.84895 3.76320 0.03238
H 0.50575 4.26352 -0.99058
H -1.08759 4.21033 -2.99519
C -2.94131 5.43854 -0.32072
H -2.51603 6.38310 0.01965
H -4.02441 5.54294 -0.32717
H -2.67275 4.67035 0.39938
H -3.31648 6.81271 -2.66280
H -2.81048 5.53407 -3.77616
H -4.26739 5.33851 -2.79425
```

For the energy relative to the best compared isomer or geometry (same formula, charge and spin), the calculation gives 13.8 kcal per mole. As for the SMILES: CC(C)=CCN1CCN(C/C(Cl)=C/c2ccccc2)C[C@@H]1CCO. The value obtained for the gap between HOMO and LUMO is 8.950 eV. The value obtained for the largest force on an atom is 0.47 eV/A. Its net charge is 0.



No. 2
This record from OMol25 describes 3 unconnected molecules or ions with the total composition C20H29F14N4O5 at a distorted geometry. The level of theory is ωB97M-V/def2-TZVPD.

The geometry in XYZ format:
```
72
C20H29F14N4O5, DFT ωB97M-V/def2-TZVPD
N 1.20384 -2.22599 -2.04042
C 2.50826 -2.07999 -1.41896
C 2.63831 -1.02037 -0.30132
C 2.80401 0.33390 -0.97913
N 2.79494 1.47522 -0.02117
C 2.24970 1.30825 1.19333
N 2.19631 2.37561 2.00418
N 1.80852 0.11801 1.68860
C 1.44951 -0.87208 0.64775
C 0.91707 -2.13234 1.30052
C -0.50814 -1.94849 1.85130
O -1.47289 -2.77373 1.23618
C -1.96086 -2.31157 0.01256
C -3.19798 -1.41311 0.15325
F -3.98515 -1.59093 -0.93185
F -3.90373 -1.82419 1.23688
C -2.88851 0.10960 0.36211
F -2.84477 0.36186 1.69960
F -1.65441 0.38658 -0.17819
C -3.89751 1.08050 -0.28862
F -5.12841 0.74013 0.17713
F -3.88941 0.93141 -1.64643
C -3.62658 2.58877 -0.00495
F -2.52807 2.75684 0.77143
F -4.68797 3.13872 0.61746
H 0.67557 -1.36926 -2.07401
H 0.64693 -2.95337 -1.62480
H 2.88488 -3.03437 -1.07885
H 3.18612 -1.75529 -2.20657
H 3.53283 -1.23397 0.28096
H 3.75754 0.34534 -1.49549
H 2.05684 0.49345 -1.74983
H 2.33392 2.27603 -0.43978
H 3.01998 2.95702 2.05913
H 1.37182 2.60624 2.52571
H 2.54060 -0.24922 2.29335
H 0.64527 -0.41553 0.07410
H 1.54145 -2.33994 2.16873
H 0.98528 -2.99649 0.65668
H -0.53166 -2.19801 2.90274
H -0.78055 -0.89673 1.78102
H -2.29393 -3.17816 -0.54842
H -1.18654 -1.83516 -0.58074
H -3.46715 3.10197 -0.94952
C 4.89279 2.97671 6.94954
C 5.67946 4.07682 6.27334
O 6.26559 3.61504 5.03132
C 5.48374 3.59527 3.98275
O 4.32820 3.90715 3.91897
C 6.26962 3.12162 2.75018
F 6.98245 2.03048 2.99977
F 7.08175 4.07072 2.30782
F 5.39177 2.83902 1.77846
H 5.51934 2.09792 7.10180
H 4.52963 3.31990 7.91644
H 4.03562 2.67658 6.34728
H 6.52258 4.38064 6.88732
H 5.06848 4.95712 6.08276
C -5.03462 -0.97908 -4.10274
C -5.29623 -2.45959 -4.27077
O -5.82293 -2.75455 -5.57640
C -4.92926 -2.83613 -6.54817
O -3.74958 -2.69272 -6.44687
C -5.63259 -3.19283 -7.86894
F -6.72750 -2.45560 -8.04373
F -5.98880 -4.47867 -7.85472
F -4.82046 -2.99190 -8.89345
H -5.94011 -0.40723 -4.30689
H -4.70853 -0.77091 -3.09043
H -4.26372 -0.63667 -4.79318
H -6.05546 -2.79707 -3.56902
H -4.39647 -3.04923 -4.09814
```

The value obtained for the gap between HOMO and LUMO is 9.064 eV. The value obtained for the largest force on an atom is 2.22 eV/A. Its net charge is +1.



No. 3
This record from OMol25 describes 3 unconnected molecules or ions with the total composition C20H29F9O10 at a distorted geometry. The level of theory is ωB97M-V/def2-TZVPD.

The geometry in XYZ format:
```
68
C20H29F9O10, DFT ωB97M-V/def2-TZVPD
C -0.86209 -0.36003 1.43850
C -1.46351 0.55652 0.21976
O -1.79313 -0.08151 -0.93769
O -1.66755 2.01286 0.22943
C -0.41272 2.75790 0.40517
C 0.92622 2.02608 -0.19542
C 1.98804 3.25808 -0.56803
C 3.56364 2.82175 -0.47235
C 3.84953 1.20931 -0.53155
C 5.39331 0.79999 -0.94764
F 5.86342 1.56489 -2.12557
F 6.25891 1.20756 0.21663
C 5.56530 -0.84162 -1.09624
F 6.96634 -1.15600 -0.62638
F 4.65991 -1.46630 -0.10286
C 5.35497 -1.39722 -2.62555
F 5.53104 -2.89604 -2.55213
F 6.41870 -0.93144 -3.57594
C 3.85910 -1.14874 -3.25289
F 3.75834 -1.95498 -4.52649
F 2.78130 -1.65347 -2.37136
F 3.62412 0.27736 -3.69223
O 1.61291 3.93713 -1.83279
C 2.02181 3.15730 -3.01148
O 1.01543 2.59773 -3.73618
H -1.72725 -0.79376 2.12678
H -0.36858 -1.31584 0.92093
H -0.00496 0.15717 2.05568
H -0.54034 3.77278 -0.20876
H -0.18408 3.06904 1.51811
H 1.34119 1.32937 0.68072
H 0.76308 1.44489 -1.20463
H 1.81132 4.06931 0.29005
H 3.98715 3.23715 0.56209
H 4.22121 3.34921 -1.30588
H 3.70291 0.80633 0.58228
H 3.10442 0.59735 -1.19446
H 3.13879 2.95290 -3.31381
C -2.33582 -1.04326 -4.20033
C -3.14097 -1.63982 -3.05922
O -4.19083 -2.48144 -3.55163
C -3.80071 -3.69356 -4.01840
O -2.65735 -4.12410 -4.04272
O -4.90265 -4.34274 -4.47302
C -4.61540 -5.59479 -5.09398
H -2.99159 -0.51795 -4.90251
H -1.59042 -0.33530 -3.81942
H -1.81388 -1.81482 -4.77202
H -3.62345 -0.82992 -2.49899
H -2.50574 -2.18508 -2.35329
H -4.03843 -6.24541 -4.43028
H -4.08149 -5.42746 -6.03424
H -5.56533 -6.08767 -5.31914
C -5.03380 1.16618 6.96780
C -4.45293 -0.21350 6.71217
O -3.32703 -0.14509 5.82863
C -2.17938 0.32621 6.37640
O -2.02414 0.67785 7.53635
O -1.23230 0.35724 5.40455
C 0.00125 0.93870 5.82410
H -5.27922 1.66304 6.02337
H -5.94414 1.09653 7.57471
H -4.32343 1.81238 7.48968
H -5.20742 -0.83341 6.21314
H -4.18422 -0.72194 7.64408
H 0.39112 0.44363 6.71830
H -0.13613 2.00955 6.00173
H 0.72767 0.81295 5.01633
```

As for the SMILES: CC(=O)OCC[C@@H](CCC(F)(F)C(F)(F)C(F)(F)C(F)(F)F)OC=O.CCOC(=O)OC.CCOC(=O)OC. The value obtained for the gap between HOMO and LUMO is 9.990 eV. The value obtained for the largest force on an atom is 9.27 eV/A. Its net charge is 0.